# 1
{
  "formula": "C25H36N2O2",
  "method": "ωB97M-V/def2-TZVPD",
  "multiplicity": 1,
  "energy_ha": -1234.19248,
  "smiles": "CCN(Cc1cccc(OC)c1)C[C@@H]1CCCN(CCc2cccc(OC)c2)C1",
  "homo_lumo_gap_ev": 8.64,
  "total_charge": 0,
  "elements": ["C", "C", "N", "C", "C", "C", "C", "C", "C", "O", "C", "C", "C", "C", "C", "C", "C", "N", "C", "C", "C", "C", "C", "C", "C", "O", "C", "C", "C", "H", "H", "H", "H", "H", "H", "H", "H", "H", "H", "H", "H", "H", "H", "H", "H", "H", "H", "H", "H", "H", "H", "H", "H", "H", "H", "H", "H", "H", "H", "H", "H", "H", "H", "H", "H"],
  "coordinates": [[4.7877, -1.6417, 2.7576], [3.9548, -0.8993, 1.7051], [2.5181, -1.0637, 1.8017], [1.9121, -0.4277, 2.9628], [0.7502, 0.4553, 2.5751], [-0.4402, 0.4424, 3.2832], [-1.4697, 1.2993, 2.9220], [-1.3193, 2.1667, 1.8615], [-0.1237, 2.1882, 1.1389], [-0.0595, 3.0871, 0.1208], [1.1052, 3.1254, -0.6654], [0.9040, 1.3286, 1.5040], [2.0726, -2.4268, 1.5940], [0.6118, -2.5111, 1.1458], [0.1815, -3.9727, 1.0008], [-1.2576, -4.0506, 0.4991], [-1.4057, -3.2431, -0.7972], [-0.9682, -1.8658, -0.6750], [-1.9076, -1.0081, 0.0267], [-2.9179, -0.3743, -0.9465], [-2.3086, 0.7517, -1.7309], [-2.7842, 2.0477, -1.6144], [-2.2044, 3.0709, -2.3470], [-1.1428, 2.8131, -3.1874], [-0.6436, 1.5150, -3.2970], [0.4301, 1.3568, -4.1315], [0.9759, 0.0691, -4.2706], [-1.2377, 0.4891, -2.5780], [0.3982, -1.8018, -0.1984], [4.6576, -2.7170, 2.6636], [4.4938, -1.3437, 3.7617], [5.8412, -1.4096, 2.6236], [4.2557, -1.2362, 0.7081], [4.1682, 0.1717, 1.7697], [1.5821, -1.1718, 3.7023], [2.6570, 0.2086, 3.4531], [-0.5654, -0.2313, 4.1188], [-2.3975, 1.2867, 3.4747], [-2.1078, 2.8393, 1.5655], [1.9815, 3.4080, -0.0716], [0.9221, 3.8823, -1.4253], [1.2896, 2.1651, -1.1560], [1.8405, 1.3131, 0.9702], [2.1898, -3.0399, 2.5071], [2.7000, -2.8676, 0.8139], [-0.0211, -2.0246, 1.8941], [0.2751, -4.4927, 1.9579], [0.8420, -4.4703, 0.2848], [-1.9293, -3.6490, 1.2611], [-1.5417, -5.0886, 0.3171], [-2.4467, -3.2514, -1.1280], [-0.7986, -3.7123, -1.5795], [-2.4653, -1.5536, 0.8014], [-1.3578, -0.2072, 0.5216], [-3.2794, -1.1449, -1.6311], [-3.7681, -0.0008, -0.3733], [-3.6120, 2.2603, -0.9538], [-2.5822, 4.0786, -2.2576], [-0.6783, 3.5961, -3.7662], [1.3327, -0.3234, -3.3123], [0.2510, -0.6317, -4.6976], [1.8176, 0.1768, -4.9538], [-0.8806, -0.5256, -2.6361], [0.6942, -0.7555, -0.1142], [1.0327, -2.2795, -0.9547]],
  "forces_ev_per_angstrom": [[-0.22, 0.15, -0.24], [0.26, -0.06, 0.12], [0.07, 0.00, 0.07], [-0.01, 0.05, -0.14], [-0.28, 0.06, 0.20], [0.19, -0.10, 0.04], [-0.05, 0.12, -0.07], [0.02, 0.08, -0.11], [0.00, 0.04, 0.09], [-0.26, -0.12, 0.33], [0.23, 0.02, -0.12], [0.03, 0.19, -0.17], [-0.38, 0.01, 0.01], [0.36, -0.20, -0.26], [-0.23, 0.23, 0.22], [0.14, 0.04, -0.21], [-0.15, -0.13, 0.11], [0.09, -0.07, -0.06], [-0.29, 0.02, -0.12], [0.19, -0.04, 0.25], [-0.20, 0.12, 0.03], [-0.08, -0.12, 0.06], [0.08, 0.02, -0.09], [0.12, -0.04, -0.11], [-0.06, 0.12, 0.01], [-0.24, 0.32, 0.13], [0.08, -0.21, -0.03], [0.35, -0.03, -0.28], [0.01, 0.13, 0.31], [0.02, -0.12, 0.04], [0.01, 0.00, 0.14], [0.13, -0.01, 0.03], [0.03, 0.10, 0.02], [0.04, -0.03, -0.08], [0.03, 0.07, 0.01], [0.00, -0.11, 0.01], [0.00, -0.10, 0.08], [-0.10, 0.01, 0.03], [-0.12, 0.09, -0.05], [-0.03, -0.02, -0.01], [0.06, -0.07, 0.01], [0.00, 0.00, 0.00], [0.08, 0.01, -0.14], [0.06, -0.01, -0.08], [0.03, -0.07, -0.01], [-0.05, -0.01, 0.05], [0.08, -0.05, -0.01], [0.10, -0.05, -0.04], [-0.05, -0.04, 0.04], [-0.08, -0.02, 0.03], [0.01, -0.04, -0.09], [-0.07, -0.07, -0.03], [0.07, 0.04, 0.06], [0.01, -0.03, 0.08], [-0.10, -0.04, 0.04], [-0.07, 0.00, -0.05], [-0.10, 0.00, 0.08], [-0.02, 0.10, 0.00], [0.05, 0.10, -0.08], [-0.03, -0.01, -0.02], [0.02, 0.01, 0.04], [-0.05, -0.06, 0.05], [0.06, -0.08, -0.06], [0.05, -0.03, -0.08], [0.13, -0.01, 0.00]]
}

=====

# 2
{
  "formula": "C25H36N4O2",
  "method": "ωB97M-V/def2-TZVPD",
  "multiplicity": 1,
  "energy_ha": -1343.79564,
  "smiles": "CCCN(CCC)CCNC(=O)c1cn(CC(C)C)c(=O)c2c1c1ccccc1n2C",
  "homo_lumo_gap_ev": 8.08,
  "total_charge": 0,
  "elements": ["C", "C", "C", "N", "C", "C", "C", "C", "C", "N", "C", "O", "C", "C", "N", "C", "C", "C", "C", "C", "O", "C", "C", "C", "C", "C", "C", "C", "C", "N", "C", "H", "H", "H", "H", "H", "H", "H", "H", "H", "H", "H", "H", "H", "H", "H", "H", "H", "H", "H", "H", "H", "H", "H", "H", "H", "H", "H", "H", "H", "H", "H", "H", "H", "H", "H", "H"],
  "coordinates": [[-6.0822, -0.0004, -1.6196], [-4.8240, 0.6815, -1.0963], [-4.8673, 0.8097, 0.4362], [-3.6238, 1.0825, 1.1269], [-2.6953, -0.0300, 1.2053], [-3.1463, -1.0978, 2.2061], [-2.0660, -2.1577, 2.3845], [-3.0359, 2.3781, 0.8995], [-2.1664, 2.5889, -0.3656], [-0.8603, 1.9880, -0.2550], [-0.5022, 0.8791, -0.9427], [-1.2122, 0.3539, -1.7799], [0.8006, 0.3015, -0.5151], [0.8542, -1.0504, -0.3585], [1.9308, -1.7100, 0.1357], [1.9052, -3.1559, 0.2378], [2.5588, -3.8315, -0.9772], [2.6519, -5.3341, -0.7281], [1.7791, -3.5445, -2.2569], [3.1003, -1.0761, 0.5394], [4.0292, -1.7262, 1.0098], [3.0718, 0.3475, 0.3386], [1.9734, 1.0368, -0.1901], [2.3726, 2.4048, -0.3072], [1.7834, 3.5608, -0.8231], [2.4939, 4.7389, -0.7877], [3.7844, 4.7950, -0.2532], [4.4037, 3.6679, 0.2376], [3.6972, 2.4689, 0.1992], [4.0974, 1.2228, 0.5844], [5.3890, 0.9032, 1.1276], [-6.0605, -0.0580, -2.7053], [-6.9696, 0.5554, -1.3221], [-6.1641, -1.0111, -1.2250], [-3.9482, 0.1035, -1.3954], [-4.7466, 1.6724, -1.5479], [-5.5711, 1.6039, 0.7082], [-5.2587, -0.1223, 0.8497], [-1.7375, 0.3633, 1.5549], [-2.5246, -0.5048, 0.2285], [-3.3615, -0.6161, 3.1612], [-4.0615, -1.5791, 1.8601], [-2.3835, -2.9130, 3.0994], [-1.1417, -1.7099, 2.7443], [-1.8605, -2.6490, 1.4355], [-2.4145, 2.6193, 1.7722], [-3.8540, 3.1019, 0.8646], [-2.0495, 3.6664, -0.5261], [-2.6355, 2.1440, -1.2420], [-0.2555, 2.3187, 0.4807], [-0.0041, -1.6542, -0.6095], [2.4669, -3.4258, 1.1364], [0.8696, -3.4852, 0.3430], [3.5711, -3.4269, -1.0753], [1.6593, -5.7607, -0.5973], [3.2378, -5.5395, 0.1643], [3.1279, -5.8269, -1.5720], [1.7159, -2.4759, -2.4498], [2.2698, -4.0129, -3.1067], [0.7687, -3.9432, -2.1854], [0.7991, 3.5279, -1.2632], [2.0520, 5.6404, -1.1851], [4.3073, 5.7397, -0.2388], [5.4075, 3.7095, 0.6315], [5.4293, -0.1682, 1.3141], [6.1754, 1.1795, 0.4217], [5.5498, 1.4415, 2.0646]],
  "forces_ev_per_angstrom": [[0.19, 0.16, 0.00], [-0.13, -0.13, 0.21], [0.05, 0.04, -0.15], [0.12, 0.04, 0.02], [-0.27, -0.19, 0.36], [0.26, 0.05, -0.17], [-0.23, 0.10, 0.01], [0.14, 0.01, -0.20], [-0.34, 0.06, 0.10], [0.01, 0.18, 0.08], [0.20, -0.01, 0.21], [-0.19, -0.19, -0.18], [0.10, -0.62, -0.12], [-0.55, 0.69, -0.19], [0.11, 0.26, 0.06], [0.45, -0.55, -0.02], [-0.20, -0.06, 0.04], [0.09, 0.31, 0.01], [0.24, 0.05, 0.18], [0.01, -0.07, 0.09], [0.15, -0.09, 0.00], [-0.67, 0.33, -0.26], [0.44, -0.58, 0.29], [0.40, 0.11, 0.16], [0.05, 0.12, -0.06], [-0.18, 0.10, -0.08], [0.11, -0.06, 0.05], [0.16, 0.06, 0.05], [-0.47, 0.12, -0.17], [-0.08, -0.06, -0.05], [0.48, -0.08, 0.19], [-0.09, -0.04, -0.09], [-0.16, 0.01, 0.00], [-0.05, -0.11, 0.03], [0.10, 0.08, -0.04], [0.12, 0.01, -0.03], [-0.09, -0.09, 0.00], [-0.12, 0.02, -0.02], [0.02, -0.04, -0.05], [0.12, 0.03, -0.01], [-0.07, 0.03, 0.00], [-0.09, 0.01, 0.04], [0.06, -0.12, 0.04], [0.14, 0.01, 0.04], [0.08, -0.12, -0.10], [-0.02, 0.12, -0.04], [0.04, 0.08, 0.04], [-0.05, -0.04, -0.05], [0.01, 0.14, 0.04], [0.05, -0.12, -0.04], [-0.04, -0.08, -0.02], [-0.18, 0.01, -0.09], [-0.01, 0.06, 0.00], [-0.04, 0.01, 0.06], [-0.13, -0.10, 0.01], [0.06, -0.09, 0.11], [0.03, -0.10, -0.07], [-0.05, 0.09, -0.11], [0.01, -0.03, -0.12], [-0.17, -0.05, -0.02], [-0.06, 0.03, -0.02], [-0.05, 0.06, -0.04], [0.06, 0.06, 0.01], [0.10, 0.02, 0.04], [0.03, 0.17, -0.01], [0.00, 0.01, 0.02], [0.02, 0.00, -0.02]]
}

=====

# 3
{
  "formula": "C25H36NO2Yb",
  "method": "ωB97M-V/def2-TZVPD",
  "multiplicity": 2,
  "energy_ha": -2338.08019,
  "s2": 0.751,
  "homo_lumo_gap_ev": [6.30, 6.23],
  "total_charge": 0,
  "elements": ["O", "C", "C", "H", "H", "C", "H", "H", "C", "H", "H", "H", "C", "H", "H", "H", "Yb", "C", "C", "C", "H", "C", "C", "H", "H", "H", "H", "C", "C", "C", "H", "C", "C", "H", "H", "H", "H", "O", "C", "C", "H", "H", "C", "H", "H", "C", "H", "H", "H", "H", "C", "C", "C", "C", "C", "C", "N", "H", "H", "H", "H", "H", "H", "H", "H"],
  "coordinates": [[0.1063, -0.1554, -4.6829], [-0.0698, 1.1741, -5.3076], [-0.1208, 0.6199, -6.7250], [0.7964, 1.8129, -5.1044], [-1.0077, 1.6538, -4.9991], [-0.0090, -0.7474, -6.0119], [0.7425, 0.8648, -7.3480], [-1.0443, 0.7812, -7.2785], [1.2536, -1.4710, -6.4354], [2.1181, -0.7963, -6.3344], [1.1521, -1.7614, -7.4937], [1.3967, -2.3871, -5.8445], [-1.2625, -1.6017, -6.1647], [-2.1593, -1.0284, -5.8741], [-1.1758, -2.5206, -5.5610], [-1.3532, -1.9033, -7.2244], [-0.1939, -0.3497, 1.9481], [-2.5151, -0.6404, 3.3280], [-2.1813, 0.7461, 3.3389], [-2.3086, 1.2512, 2.0146], [-1.9339, 1.3400, 4.2195], [-2.6794, 0.1617, 1.1699], [-2.8065, -1.0054, 1.9825], [-3.1549, -1.9845, 1.6461], [-2.6074, -1.2863, 4.2020], [-2.2297, 2.3005, 1.7222], [-2.9078, 0.2316, 0.1061], [0.9936, -2.1514, 3.5266], [0.1331, -2.9046, 2.6765], [0.6325, -2.7987, 1.3445], [-0.7261, -3.4941, 2.9996], [1.7756, -1.9410, 1.3645], [2.0012, -1.5512, 2.7168], [2.8288, -0.9381, 3.0727], [0.9367, -2.1008, 4.6141], [0.2700, -3.3555, 0.4781], [2.4059, -1.6849, 0.5129], [0.6280, 0.4995, -0.2775], [-0.1484, -0.5277, -1.0057], [-0.8241, 0.1805, -2.1722], [-0.8882, -1.0559, -0.3430], [0.5675, -1.2852, -1.3637], [-0.0597, 1.4980, -2.3157], [-1.8936, 0.3635, -1.9723], [-0.7410, -0.4559, -3.0514], [0.3198, 1.8081, -0.8861], [-0.6475, 2.2917, -2.7790], [0.8640, 1.3318, -2.8989], [-0.5613, 2.2248, -0.3663], [1.1785, 2.4977, -0.7424], [-0.3718, -0.0956, 6.1589], [0.5318, 0.7586, 5.3709], [1.3304, 1.7822, 5.9490], [2.0290, 2.3927, 4.8946], [1.6298, 1.7292, 3.7031], [2.1299, 2.0702, 2.3534], [0.7063, 0.7555, 4.0025], [-1.4235, 0.1871, 6.0241], [-0.1210, 0.0767, 7.2165], [-0.2631, -1.1677, 5.9586], [1.3353, 1.9981, 7.0081], [2.7405, 3.2092, 4.9135], [1.5814, 2.9418, 1.9478], [3.1902, 2.3680, 2.4585], [2.0849, 1.2444, 1.6197]],
  "forces_ev_per_angstrom": [[0.06, 0.87, -1.95], [0.07, 0.10, 0.31], [0.06, -0.34, 0.41], [-0.29, -0.02, 0.12], [0.30, -0.09, 0.17], [0.00, -0.40, -1.10], [-0.16, -0.01, 0.10], [0.03, 0.05, 0.08], [-0.03, -0.28, 0.10], [-0.22, -0.37, 0.04], [0.10, 0.09, 0.32], [0.14, 0.27, -0.10], [0.19, -0.15, 0.02], [0.32, -0.31, -0.07], [-0.17, 0.35, -0.12], [-0.05, 0.14, 0.45], [0.30, 0.00, 2.20], [0.23, 0.51, -0.43], [-0.54, -0.12, -0.10], [0.14, -0.36, 0.10], [-0.01, -0.28, -0.42], [0.08, -0.08, 0.22], [0.15, 0.26, -0.10], [0.24, 0.37, 0.10], [0.25, 0.21, -0.34], [0.11, -0.42, 0.09], [0.05, -0.05, 0.34], [0.00, -0.26, -0.61], [0.51, 0.27, 0.05], [-0.18, 0.40, 0.00], [0.32, 0.21, -0.15], [0.00, -0.25, 0.51], [-0.12, -0.51, -0.37], [-0.41, -0.11, -0.09], [-0.07, 0.18, -0.54], [0.00, 0.33, 0.29], [-0.22, -0.07, 0.27], [-0.98, -0.05, 0.05], [0.33, -0.09, -0.10], [-0.69, -0.26, 0.37], [0.56, 0.52, -0.41], [-0.16, 0.33, 0.27], [0.77, -0.43, -0.04], [0.38, 0.02, 0.08], [-0.23, 0.35, 0.29], [-0.32, 0.21, 0.68], [0.10, -0.05, 0.12], [-0.45, 0.10, 0.18], [0.36, -0.06, 0.01], [-0.43, -0.72, -0.06], [-0.39, -0.27, 0.43], [1.34, 1.73, -0.27], [-0.81, -1.11, -0.81], [-0.26, -0.56, -1.28], [-0.02, 0.37, 2.44], [0.14, 0.40, -0.45], [-0.08, 0.06, -0.91], [0.01, -0.24, 0.05], [-0.21, -0.19, -0.26], [-0.15, 0.13, 0.02], [0.18, 0.07, -0.06], [-0.05, -0.08, 0.17], [0.22, -0.32, -0.15], [-0.45, -0.15, -0.33], [0.08, 0.18, 0.18]]
}